(1)
64
Properties=species:S:1:pos:R:3:forces:R:3:mulliken_charge:R:1 method="wB97M-V/def2-TZVPD" total_charge=+1 de_lowest_kj_mol=0.00 total_energy_ha=-1096.8738 e_lumo_ev=-3.1 e_homo_ev=-10.8 gap_ev=7.7
C 1.0483 -2.3635 0.5442 -0.16 0.06 -1.15 0.660
C 1.9499 -1.5727 -0.2564 -0.90 -0.68 -0.29 0.259
C 1.3877 -1.4567 -1.5686 -0.33 -0.08 0.78 1.109
C 0.0953 -2.0735 -1.5626 0.85 -0.40 0.88 0.623
C -0.1077 -2.6636 -0.2662 1.08 0.09 -0.22 0.511
Zr -0.0387 -0.2520 0.2336 -0.45 0.42 -1.28 0.469
C -2.5400 0.9347 -0.2774 0.10 0.16 1.55 1.145
C -2.2012 0.5506 1.0260 -1.82 -0.12 -1.09 -0.827
H -2.2113 1.3063 1.8242 0.65 0.01 -0.57 0.710
C -1.9823 -0.8431 1.3666 0.17 0.11 0.17 -1.020
H -2.6430 -1.5701 0.8877 0.33 0.13 0.09 0.524
H -1.8491 -1.0753 2.4288 -0.17 0.14 -0.30 0.429
C -2.6347 2.3807 -0.6534 -0.09 0.46 -0.02 -1.337
H -2.0286 3.0161 0.0054 -0.17 -0.16 -0.11 0.258
H -2.2721 2.5393 -1.6782 -0.08 -0.05 0.25 0.267
H -3.6754 2.7446 -0.6131 0.25 -0.22 -0.02 0.423
C -3.1364 -0.0255 -1.2710 0.44 -0.58 -0.53 -0.942
H -2.9911 -1.0876 -1.0238 -0.02 0.37 0.00 0.009
H -4.2276 0.1219 -1.3682 0.41 0.19 0.21 0.503
H -2.7131 0.1262 -2.2755 -0.16 0.06 0.22 0.154
C 3.2514 -0.9993 0.1850 0.40 0.18 0.11 -1.754
H 3.2197 -0.7209 1.2475 0.11 -0.08 -0.21 0.227
H 4.0720 -1.7183 0.0506 -0.16 0.16 0.06 0.366
H 3.5024 -0.1012 -0.3948 -0.02 -0.19 0.14 0.368
C 2.1101 -0.9175 -2.7530 0.16 0.38 -0.26 -1.517
H 2.6113 0.0267 -2.5062 -0.09 -0.17 -0.15 0.299
H 2.8808 -1.6207 -3.1057 -0.25 0.08 0.20 0.378
H 1.4295 -0.7230 -3.5864 0.15 -0.02 0.15 0.401
C -0.7379 -2.3646 -2.7654 -0.37 0.16 -0.30 -1.724
H -0.7533 -1.5190 -3.4636 -0.02 -0.24 0.09 0.389
H -0.3440 -3.2361 -3.3132 -0.07 0.25 0.21 0.345
H -1.7745 -2.5924 -2.4878 0.23 0.04 -0.12 0.329
C -1.1587 -3.6705 0.0574 -0.26 -0.09 0.16 -1.662
H -2.1049 -3.4394 -0.4444 0.13 -0.08 0.13 0.416
H -0.8458 -4.6702 -0.2793 -0.04 0.25 0.07 0.333
H -1.3469 -3.7209 1.1349 -0.03 -0.03 -0.21 0.360
C 1.3361 -2.9228 1.8934 0.04 -0.07 0.50 -1.481
H 0.4091 -3.1718 2.4283 0.26 0.05 -0.08 0.379
H 1.9280 -3.8485 1.8140 -0.16 0.28 0.01 0.316
H 1.9119 -2.2134 2.5051 -0.09 -0.32 -0.12 0.297
C 0.3397 1.4501 -1.3966 -0.60 -0.91 0.76 2.064
C 1.0211 2.5906 -0.9576 0.09 0.15 -0.51 -0.714
C -0.0651 1.3981 -2.7362 0.26 0.51 -0.39 -0.693
C 1.3174 3.6435 -1.8423 0.07 -0.13 0.14 -0.571
H 1.3403 2.6639 0.0860 0.00 0.19 -0.48 0.029
C 0.2912 2.4081 -3.6431 -0.16 -0.21 0.20 -0.692
H -0.6630 0.5580 -3.1060 0.30 0.24 0.09 0.253
C 0.9827 3.5376 -3.1944 -0.04 -0.06 0.21 -0.782
H 1.8211 4.5383 -1.4629 -0.12 -0.32 -0.22 0.407
H 0.0227 2.3070 -4.6999 0.06 0.11 0.39 0.431
H 1.2488 4.3344 -3.8919 -0.10 -0.25 0.24 0.362
C 0.5462 2.1920 3.8656 0.38 0.17 0.12 -0.810
C -0.2071 0.9476 4.2979 -0.11 -0.32 -0.28 -0.445
C 0.4824 -0.1543 3.5151 0.08 0.55 -0.56 -0.476
O 0.6550 0.4982 2.1342 0.18 0.52 1.64 -0.455
C 0.7835 2.0022 2.3748 -0.26 -0.65 0.15 -0.493
H 0.0071 3.1165 4.0868 0.05 -0.13 -0.15 0.387
H 1.5177 2.2484 4.3627 -0.13 -0.03 0.13 0.310
H -1.2499 0.9992 3.9710 0.03 0.00 0.12 0.169
H -0.1942 0.7811 5.3746 0.10 -0.05 -0.06 0.462
H 1.4959 -0.3699 3.8748 -0.28 0.02 -0.09 0.351
H -0.1119 -1.0705 3.4088 0.40 0.40 -0.21 0.177
H -0.0010 2.4917 1.7875 0.31 -0.21 -0.11 0.272
H 1.7940 2.2952 2.0730 -0.36 -0.12 -0.10 0.464

***

(2)
73
Properties=species:S:1:pos:R:3:forces:R:3:mulliken_charge:R:1 method="wB97M-V/def2-TZVPD" total_charge=+2 de_lowest_kj_mol=106.71 total_energy_ha=-4938.0361 e_lumo_ev="-5.0 / -5.0" e_homo_ev="-12.2 / -12.2" spin_multiplicity=4 gap_ev="7.1 / 7.2"
Nd 0.2128 0.6827 0.0642 -0.03 -2.90 0.19 0.181
C 4.4430 -0.8884 1.6228 1.01 1.10 -0.21 -0.919
C 4.5155 -2.2095 1.1704 -0.05 0.26 0.34 -0.610
C 3.3364 -2.8772 0.8950 0.88 -1.47 -0.36 -0.669
C 2.1770 -2.1585 0.7988 -0.64 1.25 1.34 0.659
N 2.1074 -0.8506 1.1681 0.83 1.25 -0.17 0.310
C 3.2198 -0.2109 1.6331 0.14 -3.35 -1.24 -1.110
C 0.8950 -2.7660 0.5218 -2.76 -1.51 0.81 0.628
C 0.5850 -4.1068 0.9396 3.36 0.20 -0.20 -0.499
C -0.6360 -4.6735 0.7926 -1.50 0.24 -1.17 -1.000
C -1.6819 -3.9201 0.1916 -0.78 -0.12 1.05 -0.618
C -1.4781 -2.5661 -0.0092 2.02 -0.86 0.09 -0.953
C -0.1891 -1.9666 0.1702 -0.96 1.79 -0.70 1.160
H 5.3936 -0.3455 1.8618 -1.07 -0.56 -0.04 0.382
H 5.4859 -2.6843 1.0504 -0.21 -0.06 0.28 0.454
H 3.2740 -3.9833 0.7383 0.42 1.25 -0.18 0.355
H 3.1135 0.7898 1.9291 -0.14 1.16 0.49 1.235
H 1.4580 -4.7229 1.3267 -1.39 0.59 -0.29 0.110
H -0.7951 -5.7012 1.0383 -0.05 -0.43 0.26 0.452
H -2.7371 -4.3003 0.0656 1.45 0.02 0.08 0.362
H -2.3097 -2.0246 -0.3767 -0.73 0.86 -0.26 0.457
S 1.3161 -0.4910 -2.5553 0.47 1.22 -0.23 -0.235
C 0.2463 -1.4554 -3.4385 -1.18 -0.39 -0.96 0.287
N -0.5258 -0.9831 -4.5169 0.12 -1.08 1.70 0.042
C -1.6008 -1.6860 -5.0039 0.51 0.90 -1.17 -0.307
C -1.8241 -2.9472 -4.5893 -0.35 -1.82 0.44 -0.541
C -0.9712 -3.5752 -3.6402 1.43 0.70 0.07 -0.289
C 0.0842 -2.8063 -3.0829 -1.25 -1.26 -0.55 -0.536
H -0.2508 -0.0861 -4.8759 -0.23 0.34 -0.09 0.275
H -2.2186 -1.2865 -5.8430 0.90 0.07 0.90 0.372
H -2.6087 -3.5344 -5.0879 0.31 0.43 0.43 0.416
H -1.0598 -4.6658 -3.4199 -0.05 1.18 -0.05 0.424
H 0.8102 -3.2159 -2.3669 -0.64 0.17 -0.29 0.379
C -1.6809 2.3567 4.5419 0.23 0.18 1.44 -1.192
As -0.8249 0.7666 3.8419 1.24 -0.46 -0.41 0.569
C 0.8397 0.6021 4.8717 0.69 -0.84 -1.18 -1.071
C -1.8128 -0.8343 4.1988 0.84 -0.17 0.15 -1.171
O -0.5603 0.8123 2.1156 -0.46 0.30 2.37 -0.006
H -1.5860 3.2299 3.9221 -0.35 0.07 -0.73 0.377
H -1.2613 2.7309 5.5083 0.38 -0.86 -0.65 0.408
H -2.6883 2.1075 4.8568 -0.43 0.10 -0.63 0.428
H 1.5026 -0.2298 4.4404 -1.05 1.25 0.47 0.261
H 0.6162 0.3421 5.9179 -0.11 0.30 -0.40 0.442
H 1.3521 1.5719 4.7821 -0.05 -0.41 0.24 0.383
H -1.1440 -1.6834 4.0147 -0.09 0.25 -0.28 0.333
H -2.6437 -0.8610 3.5408 -0.80 -0.17 -0.64 0.407
H -2.1416 -0.9354 5.2198 -0.13 0.37 0.44 0.460
C -3.6576 2.8862 0.6249 -0.14 -0.54 -1.11 -1.223
C -2.1389 3.0525 0.6024 -0.63 -0.79 1.12 0.373
O -1.5743 2.2355 -0.4665 0.38 0.19 0.05 0.083
C -1.8306 2.5626 -1.8681 0.30 0.39 0.46 -0.175
C -2.5069 1.3877 -2.4703 0.13 -2.13 -0.76 -0.816
H -4.0691 3.2972 1.5427 -0.05 -0.10 0.10 0.436
H -3.8993 1.7787 0.5221 0.24 1.37 0.36 0.242
H -4.1447 3.4082 -0.2100 0.03 -0.14 0.18 0.376
H -1.8597 2.5554 1.5986 0.50 0.93 -1.82 -0.475
H -1.7453 4.0834 0.5104 -0.34 -0.52 0.17 0.368
H -0.8834 2.7589 -2.3896 0.04 -0.07 0.39 -0.009
H -2.4083 3.4791 -1.9230 -0.21 0.08 0.05 0.437
H -2.0306 0.4140 -2.1289 -0.38 1.04 -0.25 0.001
H -2.4848 1.3140 -3.5694 0.25 0.50 0.30 0.389
H -3.5477 1.3197 -2.2200 -0.55 0.04 0.41 0.356
C 2.5290 3.4307 -3.0583 1.09 -0.10 -0.06 -1.149
N 1.8046 3.1166 -1.8367 1.24 -1.11 0.00 0.035
C 2.3830 2.6260 -0.7458 0.30 0.53 1.00 0.041
N 3.5007 1.9383 -0.8539 1.03 -0.47 -1.02 -0.122
S 1.7348 2.9047 0.8375 0.13 0.29 -0.51 -0.379
H 1.7852 3.9293 -3.6660 0.37 0.13 -0.51 0.393
H 2.9368 2.5332 -3.5827 -0.64 0.55 0.39 0.334
H 3.4029 4.0984 -2.8107 -0.93 -0.43 -0.40 0.373
H 1.0638 3.7011 -1.6127 -1.53 1.28 0.31 0.360
H 3.9280 1.7603 -1.7908 -0.35 0.09 1.45 0.220
H 3.9586 1.6688 0.0201 -0.06 -0.05 -0.83 0.251

***

(3)
72
Properties=species:S:1:pos:R:3:forces:R:3:mulliken_charge:R:1 method="wB97M-V/def2-TZVPD" total_charge=0 de_lowest_kj_mol=0.00 total_energy_ha=-2610.8375 e_lumo_ev=0.2 e_homo_ev=-7.3 gap_ev=7.5
O 2.7408 1.0244 -0.6565 -1.62 0.08 -0.06 -0.688
C 3.1834 0.0145 0.0379 0.63 0.55 0.50 0.210
C 3.9175 -1.0117 -0.7966 -0.64 -0.11 1.02 0.113
C 3.2839 -1.7553 -1.7853 0.61 0.05 -0.41 0.404
H 2.1974 -1.7271 -1.8927 0.31 0.20 -0.15 0.456
C 4.0839 -2.5329 -2.6226 -0.19 -0.11 0.32 -1.184
H 3.6232 -3.0499 -3.4642 0.20 -0.08 0.23 0.401
C 5.4520 -2.6515 -2.3657 0.20 0.36 -0.37 -0.429
H 6.0686 -3.2462 -3.0315 -0.04 -0.02 0.08 0.374
C 6.0545 -1.9414 -1.3264 -0.13 -0.20 0.25 -0.643
H 7.1212 -2.0064 -1.1277 -0.11 -0.17 -0.18 0.385
C 5.2690 -1.1401 -0.5058 -0.05 -0.14 -0.63 -0.545
H 5.6686 -0.5792 0.3437 0.07 -0.18 -0.39 0.342
H 3.9555 0.4275 0.7444 -0.57 -0.78 0.62 0.243
C 2.3615 -0.2806 2.6687 -0.80 -0.42 0.49 -1.801
C 2.1640 -0.8978 1.2929 2.99 -0.72 -0.93 0.640
H 3.1640 -0.7971 3.2317 -0.47 0.17 -0.24 0.357
H 1.4104 -0.3717 3.2385 0.61 0.08 0.18 0.359
H 2.6119 0.7812 2.6250 -0.02 -0.10 -0.20 0.459
C 2.0442 -2.2524 1.1517 -0.18 0.58 0.62 0.566
C 1.7900 -3.2498 2.2536 -0.25 -0.32 0.00 -1.719
H 2.0698 -2.7130 0.1622 0.06 0.34 0.14 0.359
H 2.6880 -3.8327 2.4862 0.15 0.18 -0.10 0.397
H 1.0533 -3.9938 1.9063 0.17 0.32 0.11 0.339
H 1.4026 -2.8165 3.1813 0.20 0.01 -0.25 0.353
Y -0.1525 -0.5422 0.8177 -1.27 0.70 -1.94 0.643
Cl -0.3874 -2.0801 -1.2487 -0.06 -0.02 0.31 -0.589
Cl -1.1584 -1.8454 2.6732 -0.03 -0.36 0.67 -0.544
H 1.8967 1.7372 -4.5711 0.16 -0.07 -0.13 0.366
H -0.3982 0.8409 -4.8333 0.10 0.07 0.06 0.374
C 1.9806 1.0560 -3.7188 -0.24 0.56 -0.28 -1.006
C -0.4234 0.4166 -3.8257 0.14 -0.61 0.13 -0.907
N 0.6907 0.9615 -3.0589 -0.34 0.48 -0.03 0.430
H 2.7259 1.4223 -3.0149 -0.04 -0.18 0.06 0.323
C 0.4861 1.5187 -1.8631 -0.39 -0.75 1.20 -0.366
O -0.3615 1.0653 -1.0409 0.44 1.03 -0.60 -0.293
H -1.3724 0.6867 -3.3599 0.19 -0.13 0.08 0.168
H 1.0486 2.4466 -1.6202 0.12 -0.82 -0.13 0.425
H 2.2676 0.0632 -4.0792 0.02 0.13 0.15 0.327
H -0.3534 -0.6724 -3.9090 -0.11 0.10 0.09 0.287
H -1.4607 4.1796 3.5010 -0.06 -0.10 -0.07 0.335
H -0.0193 5.7027 1.9076 0.15 -0.08 -0.07 0.325
C -0.5556 3.5789 3.6029 0.21 0.04 -0.30 -0.977
C 0.7883 4.9724 2.0254 -0.07 -0.10 -0.01 -0.892
N 0.2306 3.6693 2.3640 -0.13 0.00 0.20 0.255
H -0.8068 2.5389 3.8234 0.11 0.25 -0.14 0.242
C 0.4268 2.6224 1.5832 -0.53 -1.24 0.33 0.535
O -0.0019 1.4691 1.8807 0.39 1.40 -0.35 -0.522
H 1.3608 4.8809 1.0965 -0.14 0.14 0.22 0.288
H 0.9856 2.8048 0.6551 0.03 -0.19 0.21 -0.003
H 0.0293 4.0109 4.4112 0.08 -0.09 0.13 0.363
H 1.4461 5.3108 2.8323 -0.03 -0.05 -0.15 0.312
C -3.7741 1.6522 0.6633 0.08 0.25 -0.01 -1.051
P -3.2425 -0.0769 0.9807 -0.61 0.27 -0.03 1.309
C -4.1269 -0.2414 2.5898 0.36 -0.25 0.17 -1.549
C -4.3845 -0.9599 -0.1436 0.07 -0.30 -0.34 0.341
C -4.2158 -0.7017 -1.5196 -0.37 -0.26 0.27 0.027
C -5.0528 -1.3133 -2.4494 -0.04 -0.07 0.14 -0.603
C -6.0373 -2.2132 -2.0261 0.12 0.09 0.28 -0.475
C -6.1790 -2.5030 -0.6641 0.09 0.06 -0.22 -0.571
C -5.3491 -1.8913 0.2812 0.07 0.33 -0.43 -0.467
H -3.0119 2.2887 1.1334 -0.28 0.09 -0.12 0.121
H -4.7485 1.7989 1.1571 0.32 0.21 -0.42 0.423
H -3.8219 1.8860 -0.4105 0.01 -0.06 0.42 0.382
H -5.1458 0.1644 2.5155 0.24 -0.27 -0.06 0.490
H -4.1376 -1.3001 2.8830 -0.01 0.40 0.11 0.401
H -3.5825 0.3303 3.3571 -0.09 -0.27 -0.23 0.320
H -3.4303 -0.0186 -1.8589 -0.23 -0.24 0.15 -0.092
H -4.9376 -1.0900 -3.5097 -0.01 -0.09 0.23 0.376
H -6.6885 -2.6913 -2.7596 0.18 0.13 0.23 0.357
H -6.9477 -3.2080 -0.3386 0.27 0.20 -0.09 0.362
H -5.4768 -2.1277 1.3394 0.07 0.10 -0.36 0.253